111
Properties=species:S:1:pos:R:3:forces:R:3:mulliken_charge:R:1 method="wB97M-V/def2-TZVPD" energy_ev=-133687.583 fmax_ev_per_a=4.42 spin_multiplicity=4 charge=-1 lumo_energy_ev="2.1141 / 2.1136" e_homo_ev="-3.49 / -5.73" e_above_lowest_ev=2.336
V 0.79953 -0.04119 0.58819 -0.222 -3.037 1.508 0.349
C -0.78218 3.17712 3.05639 0.082 -0.110 -0.098 -1.053
C 0.41728 2.37777 3.44426 0.287 -0.166 0.251 0.765
C 1.31175 2.68100 4.48788 -0.024 0.013 -0.003 -1.700
C 2.23153 1.65400 4.49970 -0.098 0.157 0.049 0.663
C 3.40767 1.46899 5.39961 -0.058 -0.129 -0.079 -1.334
N 1.88577 0.80027 3.51254 0.227 0.201 0.388 0.901
N 0.77826 1.23434 2.87456 -0.079 0.016 -0.438 0.437
B 2.33321 -0.65135 3.29945 -0.421 0.000 -0.328 -0.682
N 1.03816 -1.50795 3.27272 0.144 -0.189 0.362 -0.155
N 0.19119 -1.51646 2.21466 -0.720 -0.077 0.063 1.070
C -0.71487 -2.45857 2.45437 0.179 -0.040 0.266 0.559
C -1.74854 -2.87838 1.47014 0.147 0.093 -0.004 -1.151
C -0.46835 -3.04966 3.70399 0.013 0.051 0.025 -2.037
C 0.65470 -2.41360 4.19247 -0.185 -0.088 -0.082 1.024
C 1.36812 -2.61736 5.48706 0.080 0.049 -0.094 -1.476
N 3.04734 -0.94007 1.94947 0.537 -0.012 0.304 1.113
N 2.30632 -1.35454 0.89888 1.163 -1.106 -0.373 -0.248
C 3.09587 -2.01066 0.06293 0.041 -0.099 0.337 1.000
C 2.54566 -2.65528 -1.16213 0.138 0.284 0.021 -0.971
C 4.40423 -2.00669 0.57011 -0.017 0.057 0.015 -1.691
C 4.33339 -1.31472 1.76573 0.058 -0.046 -0.241 0.928
C 5.42222 -0.96325 2.72204 -0.157 -0.087 0.064 -1.467
H -0.78192 4.11428 3.61189 -0.052 0.020 0.010 0.382
H -1.70127 2.63315 3.28038 -0.023 0.014 0.072 0.128
H -0.77030 3.40375 1.99300 -0.047 0.063 -0.030 0.041
H 1.26883 3.52993 5.14965 0.074 0.053 0.004 0.477
H 3.53586 2.36146 6.00949 0.040 0.010 -0.005 0.384
H 4.31678 1.30209 4.82195 0.061 0.006 0.059 0.176
H 3.27478 0.61422 6.06578 0.029 -0.020 -0.010 0.204
H 3.04615 -0.99893 4.19110 0.069 0.034 0.130 -0.266
H -1.65113 -2.28371 0.57027 -0.104 -0.027 -0.078 -0.056
H -2.75824 -2.75856 1.86800 -0.030 0.005 -0.031 0.344
H -1.60804 -3.93359 1.23008 -0.053 -0.018 -0.049 0.415
H -1.03657 -3.83876 4.16680 0.021 -0.029 0.070 0.481
H 0.84595 -3.36046 6.08659 -0.031 -0.015 -0.009 0.370
H 1.42022 -1.68575 6.05214 0.017 -0.009 0.036 0.248
H 2.38989 -2.95849 5.31786 0.018 -0.014 0.060 0.229
H 1.45639 -2.58850 -1.13788 0.011 -0.093 -0.078 -0.170
H 2.86649 -3.69672 -1.20904 -0.105 -0.046 -0.025 0.453
H 2.90821 -2.13908 -2.04888 -0.053 0.008 -0.081 0.099
H 5.27593 -2.43562 0.10655 0.080 0.017 0.034 0.474
H 6.38705 -1.23241 2.29818 0.024 0.018 -0.019 0.434
H 5.29938 -1.48960 3.67038 0.024 0.030 0.038 0.247
H 5.41309 0.10744 2.92791 0.067 0.008 0.027 0.157
O -0.24224 3.73992 -0.08789 0.134 -0.060 -0.060 -0.805
C 0.50474 2.75751 -0.11265 -0.143 0.190 -0.061 0.675
O 0.13640 1.57530 0.22261 -1.827 3.930 -0.851 2.124
C 1.91151 2.88468 -0.59435 0.156 -0.116 -0.049 -0.867
C 2.47719 4.12733 -0.68401 0.096 0.115 0.051 -0.180
C 3.78932 4.28268 -1.14599 -0.358 -0.773 0.015 -0.925
C 4.48846 3.18366 -1.61432 0.138 0.014 -0.165 -0.218
C 3.92837 1.92209 -1.58592 -0.778 0.666 0.462 -0.557
C 2.63202 1.69028 -0.96779 0.326 -0.260 -0.218 0.350
O 2.18149 0.52663 -0.76347 0.577 0.752 -0.748 -0.069
N 4.69009 0.85945 -2.17267 0.639 -0.488 -0.276 0.994
O 4.14659 -0.19216 -2.44896 -0.136 0.090 0.048 -0.526
O 5.87970 1.06383 -2.40362 -0.031 0.077 0.080 -0.726
N 4.40996 5.56744 -1.15078 0.261 0.618 -0.004 1.044
O 5.59840 5.64588 -1.43758 -0.095 -0.065 -0.040 -0.665
O 3.73100 6.54233 -0.85569 0.004 -0.105 -0.007 -0.662
H 1.90519 4.99080 -0.37576 -0.050 -0.019 -0.008 0.661
H 5.47059 3.31406 -2.04200 0.032 -0.024 0.069 0.635
Cl 1.18847 -0.02886 -3.61891 0.306 0.131 -0.177 -0.038
C 0.34209 -1.26181 -4.47333 -0.523 -0.359 0.104 0.187
C 0.79443 -1.69737 -5.70795 0.077 0.051 0.082 -0.696
C 0.09012 -2.68601 -6.37532 0.024 -0.043 -0.110 -0.540
C -1.03840 -3.24392 -5.80213 -0.075 -0.089 -0.038 -0.868
C -1.47483 -2.81656 -4.55672 0.103 0.081 -0.016 -0.410
C -0.80777 -1.80455 -3.87172 0.372 0.089 0.058 0.220
P -1.30708 -1.05127 -2.23492 -0.173 -0.340 -0.970 1.540
C -2.04276 0.43620 -3.05341 -0.024 0.009 0.182 0.201
C -2.97780 0.34226 -4.08336 0.043 0.091 0.027 -0.485
C -3.52766 1.48999 -4.63256 -0.093 -0.102 -0.087 -0.798
C -3.13067 2.74430 -4.18664 0.031 0.067 0.046 -0.776
C -2.16540 2.84783 -3.19751 -0.048 -0.001 -0.011 -0.188
C -1.62957 1.69506 -2.64012 0.023 -0.014 0.041 -0.035
C -2.80760 -2.08348 -1.95157 0.158 -0.007 0.289 0.222
C -2.59273 -3.43607 -1.67902 -0.007 0.113 -0.017 -0.327
C -3.63917 -4.26918 -1.32295 0.017 -0.069 -0.053 -0.774
C -4.92665 -3.76078 -1.22230 -0.024 -0.014 0.049 -0.716
C -5.15065 -2.41365 -1.46322 -0.061 -0.042 -0.043 -0.640
C -4.09868 -1.58439 -1.82554 0.058 0.064 -0.031 -0.830
H 1.69395 -1.27596 -6.13554 -0.009 0.077 0.030 0.493
H 0.42779 -3.02418 -7.34637 0.035 0.005 -0.008 0.369
H -1.58788 -4.01371 -6.32953 0.007 -0.031 0.021 0.409
H -2.34416 -3.28004 -4.11113 -0.052 0.048 -0.081 0.333
H -3.26994 -0.63148 -4.45789 -0.069 0.001 0.014 0.498
H -4.27553 1.40244 -5.41132 0.019 0.014 -0.042 0.394
H -3.56789 3.63780 -4.61481 -0.007 -0.003 -0.023 0.389
H -1.83498 3.81287 -2.83468 0.023 0.010 -0.016 0.543
H -0.88732 1.76949 -1.86397 0.040 0.007 0.166 -0.340
H -1.58350 -3.82736 -1.75050 -0.001 -0.073 0.063 0.514
H -3.44955 -5.31528 -1.11780 0.000 -0.018 -0.008 0.463
H -5.74887 -4.41224 -0.95563 -0.014 0.000 0.037 0.369
H -6.15307 -2.01089 -1.37763 0.007 0.029 -0.002 0.395
H -4.27641 -0.53626 -2.02372 -0.058 0.043 0.057 0.319
O -1.93537 -0.11280 0.13956 0.050 -0.117 0.008 -1.561
S -2.47765 0.74699 1.23826 -0.947 0.048 -0.105 0.940
C -3.18705 2.24833 0.44953 0.217 0.085 0.349 0.148
C -4.61401 2.39046 0.94028 -0.082 -0.159 -0.041 -1.051
C -5.20244 0.98578 0.88204 -0.057 0.056 0.049 -0.436
C -4.19329 0.08518 1.57547 0.315 0.238 0.067 -0.739
H -3.13769 2.06089 -0.62001 0.027 -0.119 -0.087 -0.329
H -2.54664 3.09568 0.68313 0.114 -0.037 -0.088 0.439
H -5.17774 3.08966 0.32050 0.045 0.082 0.058 0.430
H -4.62684 2.75005 1.97282 -0.037 0.092 -0.009 0.304
H -5.31947 0.68593 -0.16002 0.001 -0.040 -0.065 0.065
H -6.18405 0.93185 1.35739 -0.003 -0.049 -0.010 0.480
H -4.21435 -0.94494 1.22562 0.165 -0.040 0.030 0.010
H -4.31831 0.11240 2.65876 -0.006 -0.061 0.033 0.523



104
Properties=species:S:1:pos:R:3:forces:R:3:mulliken_charge:R:1 method="wB97M-V/def2-TZVPD" energy_ev=-202474.074 fmax_ev_per_a=1.05 charge=+2 lumo_energy_ev=-5.7660 e_homo_ev=-12.18 e_above_lowest_ev=1.211
Ta 0.87401 0.25604 0.32264 0.724 -0.228 -0.724 -0.839
C -0.80273 -2.49211 1.19056 -0.036 0.032 -0.250 -0.739
N 0.57971 -2.10482 0.78933 -0.034 -0.222 0.127 1.019
C 1.49323 -2.58010 1.89044 -0.086 0.090 -0.027 -1.220
C 1.00761 -2.87889 -0.38372 0.119 0.218 -0.038 -0.075
C 0.95987 -4.26152 -0.42644 0.020 -0.047 0.047 -0.685
C 1.65804 -4.94052 -1.41293 -0.052 -0.054 0.035 -1.149
C 2.44318 -4.22617 -2.30326 0.054 0.022 -0.063 -1.012
C 2.45430 -2.84100 -2.28352 -0.108 0.047 -0.108 -0.383
C 1.65954 -2.14779 -1.36901 -0.123 -0.218 0.112 0.629
N 1.47640 -0.75355 -1.31939 0.108 -0.059 -0.119 1.074
C 1.79458 -0.01009 -2.49146 -0.075 -0.063 -0.016 0.541
C 1.56247 -0.49305 -3.77993 -0.021 0.094 0.008 -0.619
C 1.93918 0.25023 -4.88679 -0.010 -0.017 -0.016 -1.398
C 2.52781 1.49566 -4.72455 0.002 0.020 -0.036 -1.330
C 2.70792 2.00612 -3.44855 -0.006 0.065 0.020 -0.202
C 2.33066 1.26112 -2.34234 -0.107 -0.016 0.012 -0.025
N 2.48716 1.73417 -0.96997 -0.029 0.175 0.011 1.001
C 2.31625 3.21140 -0.88080 0.076 -0.114 0.085 -1.123
C 3.91328 1.49467 -0.59238 -0.028 -0.120 -0.005 -1.535
H -0.81484 -3.51971 1.55157 0.042 -0.022 0.005 0.778
H -1.45996 -2.42392 0.32585 0.085 0.029 0.082 -0.149
H -1.14539 -1.84302 1.98685 -0.051 0.055 0.055 -0.245
H 1.29442 -3.63391 2.07873 -0.046 -0.010 0.015 0.677
H 1.31886 -2.01345 2.79708 0.042 -0.006 -0.065 -0.046
H 2.52187 -2.48457 1.56550 0.012 0.004 -0.011 0.441
H 0.42974 -4.82540 0.33018 -0.001 0.028 -0.002 0.452
H 1.63305 -6.02110 -1.44922 -0.010 0.017 0.012 0.507
H 3.05255 -4.75157 -3.02739 -0.005 0.028 0.017 0.485
H 3.06377 -2.30435 -2.99525 0.004 0.010 -0.007 0.681
H 1.10021 -1.45850 -3.90889 -0.041 -0.068 -0.014 0.936
H 1.77464 -0.14619 -5.88086 -0.001 -0.005 0.023 0.441
H 2.83574 2.07427 -5.58525 -0.002 -0.011 0.021 0.444
H 3.14520 2.98840 -3.33126 -0.016 -0.021 0.016 0.469
H 3.14231 3.72350 -1.37559 0.012 -0.034 -0.029 0.493
H 2.33475 3.48756 0.17033 -0.023 -0.066 -0.108 -0.224
H 1.38916 3.51849 -1.34502 -0.025 -0.036 -0.027 0.563
H 4.55454 2.07689 -1.25520 -0.021 0.008 -0.043 0.527
H 4.15546 0.44231 -0.69758 -0.011 -0.019 0.038 0.352
H 4.07229 1.82403 0.43142 0.016 0.013 -0.004 0.322
Se -0.61048 2.77650 0.62974 -0.274 0.194 0.000 0.368
Se 0.03852 5.04551 0.80215 0.093 -0.035 0.011 -0.081
C 1.33506 4.80178 2.20685 -0.009 0.017 0.052 0.813
C 1.68467 5.90468 2.97469 -0.022 0.014 0.002 -1.002
C 2.63956 5.71240 3.95782 0.002 0.033 0.008 -0.367
C 3.17257 4.44482 4.14878 0.038 -0.022 0.033 -0.924
C 2.73373 3.41498 3.33885 -0.039 -0.003 -0.038 -0.189
N 1.83792 3.59225 2.36055 -0.007 -0.021 0.090 0.192
C -1.16137 2.94475 -1.21668 -0.069 -0.018 0.004 -0.112
C -2.16934 3.81620 -1.59142 -0.069 0.077 0.044 -0.946
C -2.45889 3.91565 -2.94588 -0.036 0.034 0.035 -0.735
C -1.74619 3.14083 -3.84564 0.055 -0.073 0.012 -0.989
C -0.77579 2.27697 -3.35539 -0.048 0.026 -0.048 -0.438
N -0.49216 2.17534 -2.05687 0.139 -0.040 0.057 1.298
H 1.22249 6.87068 2.82079 -0.003 -0.015 -0.003 0.426
H 2.95077 6.54023 4.58145 -0.006 -0.006 -0.014 0.419
H 3.90603 4.25724 4.92057 -0.014 -0.003 -0.015 0.479
H 3.09166 2.40028 3.47189 0.006 0.005 0.024 0.268
H -2.70350 4.40364 -0.85614 0.008 0.003 -0.007 0.613
H -3.22766 4.59548 -3.28933 0.006 -0.006 0.007 0.472
H -1.93369 3.20153 -4.90894 0.008 -0.001 0.014 0.520
H -0.19015 1.65003 -4.01757 -0.008 -0.014 -0.005 0.309
C -5.52108 -1.29358 -1.20516 0.045 0.005 -0.005 -1.010
N -4.40904 -0.74863 -0.43226 -0.224 0.067 -0.008 -0.171
N -3.11647 -0.79416 -0.87505 -0.027 0.103 -0.053 1.180
C -2.36025 -0.04189 -0.03741 0.334 -0.049 0.156 -0.849
O -1.07899 0.04792 -0.20598 0.277 0.017 -0.242 2.408
C -3.19323 0.49290 0.94039 -0.235 0.029 0.106 -0.984
C -4.46986 0.03421 0.65599 0.136 -0.003 -0.013 0.423
C -5.75067 0.31892 1.35462 -0.033 -0.011 -0.014 -1.887
C -2.70594 -1.64681 -1.94743 0.083 -0.142 0.041 -0.441
C -2.92241 -3.01530 -1.83539 0.064 0.002 0.004 0.469
C -2.53324 -3.84516 -2.87346 -0.014 -0.043 0.005 -1.011
C -1.93492 -3.30748 -4.00556 -0.003 0.006 -0.022 -0.592
C -1.72672 -1.93900 -4.10222 0.046 0.006 0.019 -0.515
C -2.10310 -1.09684 -3.06600 -0.101 0.067 0.020 -0.181
H -5.23314 -1.35337 -2.25110 -0.010 0.008 0.008 0.360
H -6.36623 -0.61796 -1.10992 -0.012 0.002 0.012 0.436
H -5.79918 -2.28296 -0.84745 0.012 -0.014 -0.006 0.333
H -2.89694 1.10783 1.77262 0.006 -0.025 -0.047 0.588
H -5.54651 0.74592 2.33302 0.007 0.011 -0.006 0.436
H -6.34232 -0.58637 1.48814 -0.001 0.010 0.001 0.407
H -6.34813 1.03810 0.79016 -0.001 -0.021 0.002 0.366
H -3.38300 -3.42649 -0.94454 -0.003 0.022 -0.013 0.535
H -2.70092 -4.91155 -2.80021 0.013 0.018 0.001 0.455
H -1.63852 -3.95875 -4.81741 -0.013 0.018 0.007 0.474
H -1.28329 -1.51979 -4.99470 0.037 0.007 -0.018 0.437
H -1.95601 -0.02563 -3.12535 -0.001 -0.057 0.000 0.430
Te 0.04425 0.60624 2.93138 -0.363 0.145 0.743 -0.062
C -0.01040 -0.90562 4.42236 0.012 -0.028 -0.075 0.261
C 1.10135 -1.20324 5.19955 0.143 0.066 0.061 -0.138
C 0.99292 -2.13147 6.22676 -0.047 -0.034 0.004 -0.670
C -0.21730 -2.76036 6.48263 -0.019 0.019 -0.024 -0.565
C -1.33379 -2.44420 5.71916 0.060 -0.031 0.067 -0.777
C -1.23311 -1.51190 4.69738 -0.068 0.062 -0.093 -0.354
H 2.05015 -0.72500 5.00199 -0.128 -0.051 0.085 0.522
H 1.86128 -2.35900 6.83121 -0.005 0.003 -0.003 0.436
H -0.29426 -3.48267 7.28455 -0.007 0.006 -0.009 0.406
H -2.28715 -2.91181 5.92886 0.006 0.006 -0.003 0.419
H -2.11815 -1.24016 4.13382 0.007 -0.015 -0.042 0.494
O 3.17093 -0.33525 3.24718 0.087 0.213 -0.015 -0.387
C 3.48719 -0.19816 2.10380 0.026 -0.455 -0.156 -0.556
O 2.64860 -0.13035 1.06804 -0.237 0.181 0.230 0.182
H 4.53302 -0.21244 1.76877 0.049 0.237 0.000 0.469